No. 1
# C22H24N5O8

A 2-piece molecular cluster, C22H24N5O8 overall at a distorted geometry (ωB97M-V/def2-TZVPD, the OMol25 dataset).

Calculated values
Orbital gap = 8.5900 eV
E = -1728.190146 Ha
ΔE to the lowest compared entry with this formula, charge and spin = 0.432 eV

Structure (ORCA input):
```
! RIJCOSX wB97M-V def2-TZVPD def2/J DEFGRID3
* xyz 1 1
O -3.1696 2.0602 0.7248
O 4.6743 0.7887 5.0763
O 4.4817 -1.3617 0.5315
O -6.0643 -2.5465 -0.0501
O -0.5055 2.0008 -0.3392
O 6.6680 1.6636 5.1942
O -0.1669 0.5189 1.3354
O 2.9568 0.3596 -3.6914
N -1.2866 -1.2097 -2.4832
N -4.3761 0.6608 2.0160
N -4.2156 -1.3615 0.0084
N 5.7755 1.0614 4.5825
N -2.4244 -2.3652 -3.9636
C 5.1245 -0.1648 2.5328
C 7.4518 0.6804 1.2545
C 6.0280 0.6613 3.2449
C -3.3204 -0.1891 -0.0577
C 7.1987 1.0728 2.5713
C 2.7935 0.1876 -2.3476
C 3.7381 -0.5083 -1.5906
C -3.6226 0.9423 0.9451
C 2.3899 -0.1916 0.3849
C -3.1533 0.2871 -1.5191
C -3.3119 -1.4917 -3.3596
C -2.5985 -0.7693 -2.4431
C 3.5550 -0.6820 -0.2142
C -5.5332 -1.4611 -0.1920
C 6.5362 -0.1266 0.5757
C -4.7630 1.6253 3.0483
C 1.4251 0.5194 -0.3543
C 5.3605 -0.5479 1.2032
C 1.6582 0.7118 -1.7305
C 0.2070 1.0446 0.3002
C -1.2018 -2.1782 -3.4190
C -6.3770 -0.2758 -0.6242
H -1.2568 2.2375 0.2458
H -2.4857 1.1453 -1.5587
H -4.6928 -0.2903 2.1282
H -4.1085 0.6420 -1.9045
H -2.3426 -0.5462 0.2649
H -0.2942 -2.7097 -3.6964
H -3.7986 -2.2404 0.2810
H 3.8903 0.2454 -3.9402
H 7.9313 1.7044 3.0693
H -6.1023 0.6317 -0.0960
H 4.2231 -0.5285 3.0151
H 2.2448 -0.3579 1.4493
H -2.6589 -3.0335 -4.6934
H 0.9647 1.2894 -2.3364
H -4.0938 1.5383 3.9068
H 8.3658 1.0018 0.7619
H -5.7869 1.4336 3.3762
H -4.7056 2.6472 2.6643
H 6.7417 -0.4394 -0.4422
H -6.2781 -0.1298 -1.6963
H -7.4204 -0.4994 -0.4021
H -0.5202 -0.8360 -1.9311
H 4.6260 -0.9222 -2.0553
H -4.3747 -1.3989 -3.5606
*
```

---

No. 2
# C12H26N2O4

C12H26N2O4 as an isolated structure at a distorted geometry (ωB97M-V/def2-TZVPD, the OMol25 dataset).

Calculated values
Orbital gap = 9.0723 eV
E = -882.675995 Ha
ΔE to the lowest compared entry with this formula, charge and spin = 18.211 eV

Structure (ORCA input):
```
! RIJCOSX wB97M-V def2-TZVPD def2/J DEFGRID3
* xyz 0 1
O -4.0483 0.2923 0.3049
O -1.2426 1.3670 0.2683
O 0.9396 -2.2849 0.9780
O 1.4356 1.3244 -1.0304
N -1.4140 -1.7282 -0.4290
N 3.8732 -0.2424 0.5484
C -2.2268 1.6911 1.1605
C 0.4108 2.2842 -1.2000
C 1.5390 -1.2409 1.1034
C -3.8274 -0.9991 -0.6267
C 3.0271 -1.5050 0.4872
C 2.6090 1.6202 -0.2864
C -2.4701 -1.0198 -1.2565
C -3.3005 0.3963 1.5852
C 3.8469 0.9766 -0.1991
C -0.3876 2.4084 -0.0404
C 0.4825 -2.9125 -0.0907
C -0.2969 -2.0765 -1.0358
H -2.8501 -1.5078 -1.8924
H 0.1319 -1.2416 -1.4275
H 1.6509 -0.7960 2.1357
H -2.0867 -0.0700 -1.3789
H 0.8139 2.9937 -1.7923
H 0.9690 -0.3505 0.6650
H -0.1234 1.6605 -2.0057
H -0.6611 -2.8049 -1.9793
H -0.1754 -3.7596 0.2088
H 0.2072 2.8645 0.8333
H -1.1147 3.1438 -0.3737
H -4.1039 -1.5621 0.2793
H 3.5319 -2.2091 0.8756
H -1.1475 -1.0709 0.3551
H 2.3219 1.9053 0.9469
H 1.3734 -3.2660 -0.8397
H 2.7605 2.7508 -0.4844
H -1.8020 1.8268 2.2737
H 3.9148 0.3122 -1.2549
H -2.6981 -0.3871 1.9373
H -3.8637 0.7890 2.0703
H 3.7280 0.0569 1.7630
H 4.7425 1.6702 -0.0669
H -4.6966 -0.7420 -1.1726
H -2.7053 2.7639 0.9703
H 2.9330 -1.3211 -0.8869
*
```

---

No. 3
# C5H7N

One molecule with the formula C5H7N (ωB97M-V/def2-TZVPD, the OMol25 dataset).

Calculated values
Orbital gap = 10.3611 eV
E = -249.369568 Ha
ΔE to the lowest compared entry with this formula, charge and spin = 2.821 eV
SMILES = C#C[C@@H]1N[C@@H]1C

Structure (ORCA input):
```
! RIJCOSX wB97M-V def2-TZVPD def2/J DEFGRID3
* xyz 0 1
N -1.1007 -1.1224 -0.4198
C 1.3892 -0.8360 0.2136
C -0.9680 2.0323 1.3830
C -0.8703 1.2325 0.4866
C -0.8261 0.3086 -0.6272
C 0.2526 -0.7106 -0.7680
H -1.1585 -1.3075 0.5805
H 1.0750 -0.5732 1.2293
H -1.0687 2.7450 2.1722
H 0.5147 -0.9696 -1.7935
H 2.2183 -0.1766 -0.0644
H -1.2712 0.7041 -1.5381
H 1.7656 -1.8651 0.2214
*
```